1.
Entry from OMol25: an isolated ion of composition C7H10NO and charge +1 in a non-equilibrium geometry (the ωB97M-V functional and the def2-TZVPD basis).

The geometry in ORCA input format:
```
! wB97M-V def2-TZVPD RIJCOSX def2/J DEFGRID3
* xyz 1 1
C -2.00 1.10 -0.11
C -3.22 0.77 0.33
C -2.22 -1.09 0.06
C -1.27 -0.18 -0.32
C 1.14 0.60 -0.82
C 0.02 -0.44 -0.69
C 1.86 0.39 0.48
N 3.03 -0.54 0.55
O -3.38 -0.56 0.44
H -1.83 2.16 -0.26
H -4.16 1.37 0.73
H -2.18 -2.11 0.02
H 1.82 0.28 -1.67
H 0.68 1.53 -1.17
H 0.33 -1.41 -0.64
H 1.29 0.30 1.39
H 2.92 -1.28 -0.07
H 3.24 -0.98 1.51
H 3.94 0.07 0.23
*
```

Summary:
M = 124.2 u
strongest force on any atom = 4.38 eV/Å
energy relative to the best compared isomer or geometry (same formula, charge and spin) = 97.39 kcal per mole
E_HOMO (alpha / beta) = -12.39 / -11.04 eV
Kohn-Sham gap (alpha / beta) = 0.3090 / 0.2365 Ha
total energy = -402.3041 a.u.
E_LUMO (alpha / beta) = -3.979 / -4.599 eV

=====

2.
Entry from OMol25: a 2-piece molecular cluster, CH3O2S overall in a non-equilibrium geometry (the ωB97M-V functional and the def2-TZVPD basis).

The geometry in ORCA input format:
```
! wB97M-V def2-TZVPD RIJCOSX def2/J DEFGRID3
* xyz -1 1
C 0.81 -0.85 0.14
O -0.84 -0.35 -1.60
O -1.72 -0.42 0.70
S -0.62 -0.16 -0.21
H 1.09 -0.35 0.96
H 1.44 -0.62 -0.70
H -0.15 2.75 0.71
*
```

Summary:
M = 79.1 u
strongest force on any atom = 4.04 eV/Å
energy relative to the best compared isomer or geometry (same formula, charge and spin) = 138.46 kcal per mole
E_HOMO (alpha / beta) = -2.36 / -4.35 eV
Kohn-Sham gap (alpha / beta) = 0.1963 / 0.3028 Ha
total energy = -588.4219 a.u.
E_LUMO (alpha / beta) = 2.987 / 3.893 eV

=====

3.
Entry from OMol25: a 2-piece molecular cluster, C5H13NO2 overall in a non-equilibrium geometry (the ωB97M-V functional and the def2-TZVPD basis).

The geometry in ORCA input format:
```
! wB97M-V def2-TZVPD RIJCOSX def2/J DEFGRID3
* xyz 0 1
C 0.71 0.75 -1.50
C 0.05 1.26 -0.47
N -1.18 1.92 -0.57
C 0.62 1.20 0.93
C -0.12 0.23 1.89
C -0.42 -1.14 1.30
O 0.74 -1.67 0.64
H 1.69 0.34 -1.33
H 0.33 0.84 -2.50
H -1.29 2.61 0.15
H -1.35 2.39 -1.46
H 1.65 0.86 0.89
H 0.57 2.19 1.41
H 0.44 0.08 2.80
H -1.07 0.67 2.20
H -1.29 -1.14 0.63
H -0.59 -1.83 2.11
H 0.55 -1.46 -0.28
O -0.07 -2.72 -1.90
H 0.23 -1.94 -2.39
H -0.20 -3.41 -2.56
*
```

Summary:
M = 119.2 u
strongest force on any atom = 1.09 eV/Å
energy relative to the best compared isomer or geometry (same formula, charge and spin) = 38.77 kcal per mole
E_HOMO = -8.56 eV
Kohn-Sham gap = 0.3429 Ha
total energy = -403.5148 a.u.
SMILES = C=C(N)CCCO.O
E_LUMO = 0.773 eV